Density functional theory data (wB97M-V/def2-TZVPD) for C18H53O9Sr as an isolated structure.

Properties
- F_max (hartree/bohr) = 0.0544
- highest occupied orbital energy (eV) = -9.56
- total charge = +1
- frontier orbital gap (eV) = 2.8
- ΔE to the lowest compared entry with this formula, charge and spin (kJ/mol) = 1101.5

Positions of all 81 atoms, in Å:
Sr (2.515, -6.541, 0.356)
C (0.160, -0.701, 1.923)
C (0.095, -0.745, 0.389)
O (0.173, -2.036, -0.183)
H (-0.767, -1.211, 2.184)
H (0.165, 0.334, 2.265)
H (1.040, -1.096, 2.430)
H (0.745, -0.045, -0.134)
H (-0.917, -0.383, 0.207)
C (-1.887, 0.643, 9.518)
C (-1.648, -0.589, 8.713)
O (-0.486, -1.190, 9.157)
H (-2.943, 0.657, 9.789)
H (-1.549, 1.550, 9.018)
H (-1.265, 0.680, 10.413)
H (-1.566, -0.376, 7.648)
H (-2.455, -1.272, 8.976)
H (-0.393, -2.021, 8.684)
C (6.432, -0.490, 0.740)
C (6.574, -1.890, 0.147)
O (6.397, -2.977, 1.044)
H (7.380, -0.144, 1.152)
H (5.763, -0.612, 1.591)
H (6.093, 0.222, -0.013)
H (7.621, -1.969, -0.147)
H (5.964, -1.936, -0.755)
H (7.025, -2.975, 1.771)
C (3.598, -5.839, -8.182)
C (2.457, -5.827, -7.193)
O (2.861, -5.698, -5.825)
H (3.242, -5.719, -9.205)
H (3.907, -6.884, -8.197)
H (4.402, -5.110, -8.085)
H (1.909, -6.761, -7.321)
H (1.799, -4.982, -7.395)
H (2.333, -4.985, -5.457)
C (4.764, 2.405, 6.976)
C (5.773, 1.493, 7.619)
O (5.430, 0.189, 7.267)
H (5.030, 3.449, 7.143)
H (3.711, 2.278, 7.226)
H (4.690, 2.218, 5.904)
H (5.654, 1.503, 8.703)
H (6.843, 1.583, 7.428)
H (4.492, 0.389, 7.230)
C (-7.740, 0.983, 0.138)
C (-8.562, 1.999, -0.645)
O (-9.562, 1.312, -1.366)
H (-6.825, 1.401, 0.558)
H (-7.644, 0.067, -0.445)
H (-8.289, 0.644, 1.016)
H (-7.938, 2.527, -1.366)
H (-9.187, 2.586, 0.028)
H (-9.272, 0.421, -1.576)
C (-4.574, -4.155, -5.385)
C (-4.247, -5.384, -4.494)
O (-4.256, -4.902, -3.125)
H (-3.790, -3.429, -5.169)
H (-5.520, -3.737, -5.043)
H (-4.736, -4.500, -6.406)
H (-3.301, -5.901, -4.657)
H (-5.040, -6.130, -4.552)
H (-3.544, -4.276, -2.974)
C (1.813, 7.786, -0.643)
C (2.951, 6.972, -0.070)
O (3.405, 7.611, 1.102)
H (2.086, 8.750, -1.073)
H (1.103, 8.007, 0.154)
H (1.321, 7.228, -1.439)
H (3.769, 6.815, -0.773)
H (2.555, 5.986, 0.177)
H (4.168, 8.147, 0.873)
C (-3.964, 3.545, -6.034)
C (-3.301, 2.652, -4.907)
O (-2.171, 2.034, -5.438)
H (-4.836, 4.013, -5.576)
H (-4.114, 3.088, -7.012)
H (-3.242, 4.358, -6.104)
H (-4.043, 1.909, -4.614)
H (-2.922, 3.199, -4.045)
H (-1.709, 1.785, -4.635)

Results of the Mulliken charge analysis, in e, for atoms 1 through 5: atom 1 (Sr): 1.305, atom 2 (C): -0.814, atom 3 (C): -0.242, atom 4 (O): -0.554, atom 5 (H): 0.228

***

Density functional theory data (wB97M-V/def2-TZVPD) for a 2-piece molecular cluster, C3H6N3S2 overall.

Properties
- F_max (hartree/bohr) = 0.0822
- highest occupied orbital energy (alpha / beta) (eV) = -12.39 / -12.46
- total charge = +1
- frontier orbital gap (alpha / beta) (eV) = 5.1 / 5.3
- ΔE to the lowest compared entry with this formula, charge and spin (kJ/mol) = 375.2

Positions of all 14 atoms, in Å:
C (4.243, -1.371, -0.296)
C (3.614, -0.233, -0.474)
C (-0.540, 0.453, 0.337)
N (-1.662, -0.369, 0.595)
N (-0.756, 1.642, -0.267)
N (0.664, -0.043, 0.237)
S (5.616, -0.429, 0.455)
S (4.440, 1.223, -0.202)
H (4.186, -2.383, -0.348)
H (-2.571, 0.016, 0.583)
H (-1.469, -1.268, 0.186)
H (-1.751, 2.037, -0.316)
H (-0.069, 2.417, -0.469)
H (1.003, -0.974, 0.387)

Results of the Mulliken charge analysis, in e, for atoms 1 through 5: atom 1 (C): -0.252, atom 2 (C): 0.309, atom 3 (C): 0.528, atom 4 (N): -0.458, atom 5 (N): -0.423

***

Density functional theory data (wB97M-V/def2-TZVPD) for a 2-piece molecular cluster, CHBr2FS overall.

Properties
- SMILES = FC(=S)Br.Br
- F_max (hartree/bohr) = 0.0217
- highest occupied orbital energy (alpha / beta) (eV) = -9.85 / -9.85
- frontier orbital gap (alpha / beta) (eV) = 9.2 / 9.2
- ΔE to the lowest compared entry with this formula, charge and spin (kJ/mol) = 14.2

Positions of all 6 atoms, in Å:
F (1.314, 1.114, -1.829)
C (0.124, 0.566, -2.036)
S (-0.956, 0.291, -0.916)
Br (-0.139, 0.274, -3.904)
Br (1.315, -2.680, -1.104)
H (0.188, -2.788, -0.311)

Results of the Mulliken charge analysis, in e, for atoms 1 through 5: atom 1 (F): -0.145, atom 2 (C): 0.358, atom 3 (S): -0.182, atom 4 (Br): -0.028, atom 5 (Br): -0.193

***

Density functional theory data (wB97M-V/def2-TZVPD) for a 8-piece molecular cluster, C4H24NO9 overall.

Properties
- F_max (hartree/bohr) = 0.0246
- highest occupied orbital energy (eV) = -13.77
- total charge = +1
- frontier orbital gap (eV) = 11.3
- ΔE to the lowest compared entry with this formula, charge and spin (kJ/mol) = 45.2

Positions of all 38 atoms, in Å:
O (0.338, -0.005, -2.339)
C (-0.622, 0.863, -2.000)
C (-1.419, 0.349, -0.809)
N (-0.720, 0.760, 0.435)
C (-1.601, 1.237, 1.546)
C (-2.581, 0.215, 2.069)
O (-0.791, 1.925, -2.530)
H (0.763, 0.229, -3.163)
H (-1.467, -0.720, -0.833)
H (-2.367, 0.877, -0.839)
H (-0.058, 1.520, 0.279)
H (-0.098, 0.028, 0.780)
H (-0.934, 1.494, 2.372)
H (-2.042, 2.136, 1.162)
H (-2.321, -0.291, 2.998)
H (-3.469, 0.717, 2.465)
H (-2.908, -0.462, 1.284)
H (1.707, -1.416, 0.380)
H (1.715, -1.206, 1.905)
O (1.587, -0.743, 1.072)
H (2.312, -2.325, -3.962)
H (1.074, -2.655, -4.907)
O (1.453, -2.046, -4.269)
H (-0.467, -3.055, 1.204)
H (-1.851, -2.721, 0.752)
O (-0.985, -2.310, 0.879)
H (1.282, 3.626, 0.713)
H (1.622, 3.108, -0.657)
O (0.919, 3.078, 0.005)
H (3.858, -0.740, 1.466)
H (5.341, -1.131, 1.046)
O (4.482, -1.455, 1.317)
H (2.813, -3.257, 0.042)
H (2.163, -3.694, 1.272)
O (1.915, -3.399, 0.384)
H (-2.260, 3.936, -0.954)
H (-3.576, 4.056, -0.263)
O (-2.806, 3.475, -0.303)

Results of the Mulliken charge analysis, in e, for atoms 1 through 5: atom 1 (O): -0.347, atom 2 (C): 0.013, atom 3 (C): -0.206, atom 4 (N): 0.250, atom 5 (C): -0.394